{"formula": "C23H25MnN7O2S2", "method": "ωB97M-V/def2-TZVPD", "symbols": ["Mn", "S", "S", "O", "O", "N", "N", "N", "N", "N", "N", "N", "C", "C", "C", "C", "C", "C", "C", "C", "C", "C", "C", "C", "C", "C", "C", "C", "C", "C", "C", "C", "C", "C", "C", "H", "H", "H", "H", "H", "H", "H", "H", "H", "H", "H", "H", "H", "H", "H", "H", "H", "H", "H", "H", "H", "H", "H", "H", "H"], "coordinates": [[0.3151, 1.7202, -3.2704], [3.8862, 1.8963, -3.5475], [0.0295, 3.8587, -4.2425], [2.4097, 1.6771, -3.2209], [-2.6257, -4.5748, 7.4154], [0.6740, 2.3014, -6.3075], [-0.2931, 2.1813, -1.3722], [-0.1520, -0.1818, -2.5850], [-1.2865, -0.3023, 2.7721], [0.4275, 1.1942, -5.4875], [-1.1087, -2.2691, 1.7401], [0.6656, 4.5559, -6.6964], [-0.6161, 3.5747, 0.5472], [-2.0437, -4.5013, 5.1862], [-0.7789, 1.2003, 0.7847], [4.4643, 3.0646, -2.3119], [-0.5022, 1.0928, -0.5919], [-2.9433, -4.0275, 8.7096], [-2.2954, -2.3982, 6.4465], [-0.0502, -1.3507, -3.2085], [0.4844, 3.5575, -5.8523], [-1.6799, -2.3768, 4.1055], [-0.3599, 3.3824, -0.8087], [-0.5791, -1.3963, -0.5404], [-1.3594, -1.6750, 2.8990], [-0.8796, -1.2828, 0.8570], [-0.1777, -2.5808, -2.5696], [-0.4127, -0.1988, -1.2516], [4.7047, 0.4103, -2.9479], [-1.7242, -3.7966, 4.0718], [-0.4472, -2.6118, -1.2220], [-2.3353, -3.8202, 6.4041], [-1.9728, -1.7029, 5.3207], [-0.8264, 2.4833, 1.3527], [-0.9822, -0.0302, 1.4790], [-2.5233, -1.8635, 7.3575], [3.9232, 3.9942, -2.4761], [0.9247, 4.4260, -7.6635], [-0.4113, 0.7200, -5.8136], [-3.8322, -3.3992, 8.6558], [1.2118, 0.5565, -5.5752], [4.2833, 2.6785, -1.3107], [-1.0267, 2.6115, 2.4086], [-1.4327, 0.3670, 3.5091], [0.8062, 2.1267, -7.2934], [5.5295, 3.2325, -2.4752], [-3.1350, -4.8801, 9.3502], [0.4861, 5.4970, -6.3841], [5.7744, 0.5140, -3.1343], [-1.5041, -4.2974, 3.1401], [4.5106, 0.2699, -1.8865], [-0.0761, -3.4897, -3.1458], [4.3190, -0.4268, -3.5256], [0.1290, -1.3302, -4.2766], [-1.9540, -0.6232, 5.3825], [-2.0911, -5.5823, 5.1842], [-2.1059, -3.4515, 9.1030], [-0.2130, 4.2403, -1.4535], [-0.6557, 4.5779, 0.9475], [-0.5649, -3.5412, -0.6810]], "atomic_forces_ev_per_a": [[0.045, 0.181, -1.079], [-0.040, -0.083, 0.381], [-0.046, 0.013, 0.275], [0.015, -0.221, 0.090], [0.063, -0.004, -0.254], [0.081, 0.322, -0.154], [0.049, -0.091, 0.282], [0.155, -0.129, 0.344], [-0.002, -0.003, 0.083], [-0.090, -0.004, 0.621], [0.005, -0.210, -0.113], [-0.023, 0.006, -0.130], [-0.081, 0.015, 0.139], [0.036, -0.124, -0.171], [0.031, 0.201, -0.286], [0.017, -0.104, -0.195], [-0.018, 0.063, 0.190], [-0.122, 0.265, 0.489], [-0.002, 0.314, 0.028], [-0.027, 0.113, -0.102], [-0.024, -0.312, 0.176], [0.003, 0.129, -0.068], [-0.009, 0.133, -0.149], [0.038, 0.254, -0.260], [-0.019, 0.084, 0.099], [-0.061, 0.359, 0.376], [-0.080, -0.108, 0.038], [0.007, -0.281, -0.076], [0.012, 0.236, -0.107], [-0.019, -0.100, 0.038], [-0.009, 0.099, -0.010], [-0.015, -0.070, 0.055], [-0.041, -0.114, 0.128], [0.015, -0.113, -0.114], [0.039, -0.471, -0.134], [0.006, -0.070, 0.021], [0.003, -0.001, -0.020], [-0.035, -0.003, 0.021], [-0.064, -0.034, -0.019], [-0.012, -0.086, -0.127], [0.083, -0.035, 0.020], [-0.045, -0.055, -0.023], [-0.005, 0.044, -0.003], [-0.010, 0.035, -0.005], [0.000, 0.005, -0.046], [-0.011, -0.016, -0.006], [0.015, -0.043, -0.068], [0.036, 0.027, 0.013], [-0.016, 0.010, 0.003], [-0.002, -0.014, 0.017], [-0.058, 0.059, 0.004], [-0.005, 0.005, 0.015], [0.004, 0.014, -0.030], [0.068, 0.071, 0.031], [0.012, 0.010, -0.036], [0.008, 0.014, 0.022], [0.069, -0.088, -0.110], [0.059, -0.076, -0.033], [0.013, 0.000, -0.039], [0.005, -0.019, -0.030]], "charge": 3, "lumo_energy_ev": [-8.02, -10.50], "homo_lumo_gap_ev": [7.6, 5.4], "multiplicity": 5}